{"formula": "C2H6IO2Zn", "method": "the ωB97M-V functional and the def2-TZVPD basis", "relative_energy_ev": 0.0000, "total_energy_ev": -62774.887, "homo_energy_ev": -12.52, "total_charge": 1, "elements": ["O", "Zn", "H", "H", "H", "H", "H", "C", "I", "C", "H", "O"], "coordinates": [[16.66, 10.16, -12.54], [22.42, 4.42, -13.84], [16.42, 9.21, -10.80], [17.76, 7.94, -13.13], [15.26, 8.73, -12.08], [18.97, 7.14, -11.47], [16.84, 10.88, -11.92], [17.29, 7.87, -12.14], [20.92, 5.45, -11.80], [16.30, 8.96, -11.85], [16.82, 6.87, -12.18], [18.37, 7.84, -11.20]]}

=====

{"formula": "C9H20BaClN5O6", "method": "the ωB97M-V functional and the def2-TZVPD basis", "relative_energy_ev": 3.3431, "total_energy_ev": -42597.886, "homo_energy_ev": -7.52, "elements": ["H", "H", "C", "H", "N", "H", "O", "N", "H", "H", "C", "C", "H", "H", "C", "H", "C", "H", "O", "C", "H", "H", "H", "H", "H", "H", "Ba", "H", "C", "N", "Cl", "O", "N", "O", "O", "H", "H", "H", "O", "C", "N", "C"], "coordinates": [[6.88, -0.56, 0.09], [1.96, -2.50, -1.04], [-0.20, 2.43, 4.50], [0.51, 3.18, 4.84], [0.72, 2.38, 0.93], [4.03, 1.72, 0.53], [-2.14, 0.17, 0.52], [2.54, -0.11, -0.55], [3.76, -2.75, 2.12], [2.67, -3.86, -0.14], [0.23, 1.93, 3.14], [3.61, -0.72, -0.16], [5.87, -1.80, -0.69], [0.77, 4.94, 1.69], [6.03, -0.73, -0.58], [-1.19, 2.88, 4.43], [0.03, 4.35, 2.23], [-0.22, 1.65, 5.26], [-1.07, -1.85, 0.65], [0.36, 2.89, 2.08], [5.13, -1.81, 1.55], [4.81, 1.77, -1.07], [6.28, -0.31, -1.56], [5.80, 1.67, 0.39], [4.89, -3.47, 0.96], [-0.02, 4.69, 3.26], [0.20, 0.22, 0.22], [2.75, 0.81, -0.91], [4.86, 1.35, -0.06], [4.84, -0.10, -0.05], [-1.92, -1.05, -0.16], [0.83, 3.12, -0.11], [3.59, -2.05, 0.16], [-3.12, -1.71, -0.44], [0.35, -0.28, 3.84], [1.63, -2.68, 0.70], [-0.37, -0.04, 4.45], [-0.94, 4.54, 1.75], [-1.20, -0.77, -1.36], [2.39, -2.81, -0.09], [0.50, 0.69, 2.86], [4.39, -2.55, 1.26]]}

=====

{"formula": "C23H21BrN2O4S", "method": "the ωB97M-V functional and the def2-TZVPD basis", "total_energy_ev": -116238.149, "homo_energy_ev": -8.66, "smiles": "CN(C[C@@H](O)CON=C1c2ccccc2-c2ccccc21)S(=O)(=O)c1ccc(Br)cc1", "elements": ["C", "H", "S", "C", "N", "O", "H", "C", "H", "C", "C", "H", "H", "C", "C", "H", "N", "C", "H", "C", "C", "C", "H", "H", "H", "C", "C", "H", "C", "H", "C", "C", "H", "C", "C", "H", "H", "O", "C", "H", "H", "C", "Br", "H", "H", "H", "O", "C", "C", "H", "O", "C"], "coordinates": [[-4.28, 0.95, -0.13], [-2.05, -2.13, 1.98], [2.56, -2.17, 0.37], [-1.71, 0.87, 3.74], [0.36, 1.45, -1.05], [3.05, -3.08, -0.62], [-5.73, 0.88, -1.70], [-1.13, -2.17, -1.28], [0.90, -2.14, -1.98], [-0.03, -2.05, 1.27], [3.67, 0.10, 1.17], [1.15, 1.27, 1.96], [3.34, 1.14, 1.14], [3.73, -0.41, -1.24], [-1.99, 1.12, -0.89], [-4.09, 1.02, -3.51], [3.11, -0.63, 0.05], [-3.75, 1.03, -2.48], [3.43, 2.33, -0.94], [2.58, 1.88, -1.46], [-2.39, 1.12, -2.21], [-0.83, 1.16, 1.15], [3.31, -0.38, 2.08], [0.42, -2.02, 2.25], [3.70, 0.85, -2.96], [0.25, -2.12, -1.12], [-2.93, 1.02, 0.16], [-2.04, 0.76, 4.77], [-2.65, 0.88, 2.72], [-1.57, -2.23, -2.27], [-2.21, 1.02, 1.42], [-1.41, -2.12, 1.12], [4.76, 0.07, 1.16], [-0.36, 1.01, 3.47], [-4.68, 0.95, -1.46], [1.08, 0.27, -2.34], [0.35, 1.01, 4.29], [2.79, -2.47, 1.76], [0.10, 1.16, 2.17], [3.75, -1.38, -1.75], [2.19, 2.59, -2.20], [0.78, -2.06, 0.15], [-3.80, -2.41, -0.37], [-5.01, 0.88, 0.66], [-3.70, 0.76, 2.94], [4.76, -0.06, -1.11], [1.60, 1.67, -0.46], [-1.94, -2.20, -0.16], [-0.65, 1.25, -0.30], [-1.66, 1.18, -3.00], [1.88, -0.01, -2.80], [2.99, 0.58, -2.17]]}

=====

{"formula": "C14H20N5O10SW", "method": "the ωB97M-V functional and the def2-TZVPD basis", "relative_energy_ev": 0.4356, "total_energy_ev": -55394.762, "homo_energy_ev": -19.37, "total_charge": 3, "elements": ["H", "H", "H", "C", "O", "H", "N", "H", "W", "C", "C", "C", "H", "O", "H", "O", "O", "H", "H", "N", "C", "N", "C", "C", "H", "H", "S", "H", "O", "H", "O", "C", "N", "O", "O", "H", "C", "C", "C", "H", "C", "H", "O", "C", "C", "H", "O", "H", "H", "H", "N"], "coordinates": [[-2.57, -4.16, 1.62], [-3.34, 1.71, 4.48], [2.26, 2.57, -0.81], [2.39, 0.41, -0.75], [-0.74, -2.22, -0.06], [-0.80, 0.89, -3.62], [-4.08, -0.50, -0.28], [-0.06, 2.38, 0.08], [-0.57, -0.21, 0.27], [1.53, -1.81, -1.33], [-3.99, 0.28, 0.94], [-1.19, 1.75, 2.91], [0.48, 2.81, -2.33], [-0.05, 0.52, 1.71], [-0.21, -2.49, -2.43], [-5.49, 1.26, 5.24], [-0.46, 2.29, 3.60], [1.42, -2.76, -0.82], [-5.94, -0.26, 1.73], [-0.47, -0.43, -2.00], [-2.80, 0.95, 1.17], [-5.79, 0.76, 4.20], [-1.48, -4.22, 1.66], [-4.72, 0.81, 3.13], [-1.09, -4.85, 0.85], [-1.15, 2.41, -1.79], [-0.80, -2.62, 1.45], [-1.43, -0.69, -2.23], [-1.95, 1.14, 0.15], [0.81, -1.41, -3.36], [-6.81, 0.23, 3.87], [0.41, -1.60, -2.37], [0.35, 1.68, -0.53], [-5.15, -0.73, -0.76], [0.52, -2.50, 1.98], [2.45, 0.37, -1.84], [1.81, 1.72, -0.29], [-3.50, 1.36, 3.47], [-2.51, 1.41, 2.48], [1.96, 1.86, 0.78], [-0.11, 0.79, -2.79], [-1.13, -4.58, 2.63], [-3.00, -0.95, -0.72], [-4.99, 0.23, 1.91], [-0.14, 2.02, -1.90], [1.87, -1.10, 0.57], [-1.72, -1.50, 1.84], [3.40, 0.24, -0.37], [2.52, -1.80, -1.80], [0.88, 0.64, -3.22], [1.50, -0.71, -0.31]]}

=====

{"formula": "C4H7N3O", "method": "the ωB97M-V functional and the def2-TZVPD basis", "relative_energy_ev": 9.4102, "total_energy_ev": -10770.337, "homo_energy_ev": -8.93, "elements": ["H", "C", "H", "H", "H", "H", "C", "O", "C", "H", "N", "H", "N", "C", "N"], "coordinates": [[-1.44, -1.43, 0.09], [1.10, -0.47, 0.04], [-4.58, -0.76, 0.47], [1.06, -1.62, -0.63], [-0.97, 2.11, -0.03], [2.65, 1.25, 0.15], [0.16, 0.32, -0.07], [3.42, -0.78, 0.02], [-3.35, -0.73, 0.33], [-2.85, -1.95, 0.62], [0.04, 1.68, -0.02], [0.64, 1.90, 0.98], [-2.41, 0.31, -0.13], [2.51, 0.01, 0.20], [-1.11, -0.27, -0.54]]}

=====

{"formula": "C2H8NO", "method": "the ωB97M-V functional and the def2-TZVPD basis", "relative_energy_ev": 0.7613, "total_energy_ev": -5740.412, "homo_energy_ev": -2.65, "total_charge": -1, "elements": ["H", "H", "O", "H", "N", "H", "C", "H", "H", "H", "H", "C"], "coordinates": [[0.45, -0.17, 0.66], [-1.55, -1.24, 0.75], [1.17, 0.15, 1.87], [-1.69, -1.32, -1.06], [0.00, -0.37, -0.38], [0.15, 0.23, -2.33], [0.22, 0.70, -1.32], [1.47, 1.04, 1.60], [-2.12, 0.10, -0.22], [1.26, 1.03, -1.29], [-0.53, 1.50, -1.29], [-1.34, -0.71, -0.18]]}

=====

Going through the records in order, we get HOMO-LUMO gap values of 3.602; 7.831; 8.145; 7.063; 8.700; 7.186 eV.